a | {
  "formula": "C2H7N3O",
  "method": "wB97M-V/def2-TZVPD",
  "species": ["C", "C", "N", "N", "N", "O", "H", "H", "H", "H", "H", "H", "H"],
  "xyz": [[1.96, -0.19, -1.19], [-1.55, 0.15, 0.43], [1.28, -1.12, -1.69], [-0.47, -0.07, 1.46], [0.44, -0.82, 1.38], [-1.71, 1.51, 0.21], [2.41, 0.53, -1.86], [2.12, -0.05, -0.11], [-1.28, -0.42, -0.47], [-2.49, -0.22, 0.85], [-0.63, 0.59, 2.27], [0.88, -1.76, -1.00], [-0.96, 1.86, -0.29]],
  "lowdin_charge": [-0.18, -0.24, 0.01, -0.20, 0.07, -0.03, 0.05, 0.04, 0.11, 0.13, 0.15, 0.02, 0.10],
  "homo_energy_ev": -8.380
}


b | {
  "formula": "C2H7N3O",
  "method": "wB97M-V/def2-TZVPD",
  "species": ["C", "C", "H", "H", "H", "H", "H", "H", "H", "N", "N", "N", "O"],
  "xyz": [[1.89, -0.05, 0.04], [-0.55, 0.10, -0.16], [1.91, 0.51, 1.04], [2.63, -0.84, 0.17], [2.12, 0.61, -0.85], [0.62, -1.53, -0.71], [0.10, 1.90, -0.09], [-1.49, -1.32, 0.79], [-2.61, 0.81, 0.33], [0.62, -0.63, -0.20], [-0.71, 1.33, -0.16], [-1.68, -0.81, -0.13], [-2.86, -0.09, -0.06]],
  "lowdin_charge": [-0.13, -0.51, 0.11, 0.08, 0.10, 0.14, 0.04, 0.15, 0.10, -0.06, 0.15, -0.06, -0.10],
  "homo_energy_ev": -9.420,
  "smiles": "[H]/N=C(\\NC)NO"
}


c | {
  "formula": "C2H7N3O",
  "method": "wB97M-V/def2-TZVPD",
  "species": ["C", "C", "N", "N", "N", "O", "H", "H", "H", "H", "H", "H", "H"],
  "xyz": [[-1.64, -0.24, 0.37], [2.07, -0.27, -0.13], [-0.62, -0.01, -0.70], [1.01, 0.38, 0.62], [-2.24, 0.23, -0.84], [-2.83, 1.30, -0.95], [-0.24, 0.94, -0.63], [0.78, -0.22, 1.41], [-1.79, -1.30, 0.60], [-1.65, 0.45, 1.21], [1.90, -1.33, -0.35], [2.24, 0.26, -1.07], [3.00, -0.20, 0.46]],
  "lowdin_charge": [-0.18, -0.21, 0.04, -0.03, -0.18, 0.00, 0.07, 0.05, 0.11, 0.11, 0.07, 0.07, 0.08],
  "homo_energy_ev": [-9.233, -8.765]
}


d | {
  "formula": "C2H7N3O",
  "method": "wB97M-V/def2-TZVPD",
  "species": ["N", "C", "N", "N", "C", "O", "H", "H", "H", "H", "H", "H", "H"],
  "xyz": [[-0.62, -1.18, -0.70], [-0.01, -0.23, 0.08], [0.28, -0.51, 1.39], [-0.23, 2.24, 0.05], [-0.07, 0.99, -0.59], [0.15, -2.43, -0.72], [-0.53, -3.11, -0.72], [-0.75, -0.44, -1.57], [0.38, -1.50, 1.58], [0.98, 0.08, 1.82], [-0.50, 2.16, 1.02], [0.56, 2.87, -0.04], [0.37, 1.06, -1.58]],
  "lowdin_charge": [-0.05, -0.45, 0.12, 0.01, -0.21, -0.08, 0.08, 0.17, 0.09, 0.09, 0.07, 0.07, 0.10],
  "homo_energy_ev": -7.050,
  "smiles": "N/C=C(\\N)NO"
}


Which one sits at the bottom of the stability order? c does.


a | {
  "formula": "C2H7N3O",
  "method": "wB97M-V/def2-TZVPD",
  "species": ["N", "C", "N", "H", "H", "H", "H", "C", "N", "O", "H", "H", "H"],
  "xyz": [[-1.64, 0.63, 0.55], [-1.87, -0.67, -0.01], [-1.25, -0.89, -1.16], [-1.90, 0.50, 1.61], [-0.73, 0.93, 0.42], [-2.80, -1.16, 0.39], [-1.83, -1.04, -1.94], [1.87, 0.56, 0.01], [1.61, -0.61, -0.56], [1.34, 1.09, 1.07], [2.80, 0.96, -0.42], [0.57, -0.84, -0.46], [2.24, -1.30, 0.00]],
  "lowdin_charge": [0.08, -0.28, 0.01, 0.13, 0.00, 0.11, 0.03, -0.38, 0.04, -0.05, 0.12, 0.04, 0.16],
  "homo_energy_ev": -9.145,
  "smiles": "[H]/N=C/N.NC=O"
}


b | {
  "formula": "C2H7N3O",
  "method": "wB97M-V/def2-TZVPD",
  "species": ["C", "N", "C", "N", "O", "N", "H", "H", "H", "H", "H", "H", "H"],
  "xyz": [[-0.58, 0.47, 0.27], [-1.50, 0.14, -0.75], [0.86, -0.24, -0.25], [1.85, -0.03, 0.66], [-0.97, -0.06, 1.50], [1.10, -0.85, -1.32], [-1.25, -0.98, 1.34], [-1.26, 0.63, -1.61], [2.70, -0.55, 0.53], [1.60, 0.28, 1.58], [0.31, -0.94, -1.96], [-0.38, 1.53, 0.45], [-2.48, 0.60, -0.44]],
  "lowdin_charge": [-0.45, 0.02, -0.44, 0.10, -0.02, 0.10, 0.11, 0.07, 0.10, 0.09, 0.03, 0.14, 0.15],
  "homo_energy_ev": -9.115,
  "smiles": "[H]/N=C(/N)[C@@H](N)O"
}


Which one sits at the bottom of the stability order? a does.


a | {
  "formula": "C2H7N3O",
  "method": "wB97M-V/def2-TZVPD",
  "species": ["C", "O", "N", "N", "H", "H", "H", "H", "C", "N", "H", "H", "H"],
  "xyz": [[-0.35, 1.57, -0.18], [0.44, 0.48, -0.60], [1.56, 0.05, 0.54], [2.45, -0.61, 0.08], [3.42, -0.36, 0.34], [-1.30, 1.56, -0.72], [-0.59, 1.49, 0.89], [0.18, 2.52, -0.35], [-0.83, -1.45, -0.21], [-2.10, -1.24, -0.10], [-2.33, -0.58, 0.64], [-0.42, -2.08, -1.00], [-0.13, -1.33, 0.67]],
  "lowdin_charge": [-0.16, -0.29, 0.04, 0.09, 0.11, 0.08, 0.08, 0.07, -0.19, 0.01, 0.03, 0.07, 0.05],
  "homo_energy_ev": [-9.181, -9.181],
  "smiles": "[H]/N=N/OC.C=N"
}


b | {
  "formula": "C2H7N3O",
  "method": "wB97M-V/def2-TZVPD",
  "species": ["C", "C", "N", "N", "O", "N", "H", "H", "H", "H", "H", "H", "H"],
  "xyz": [[-1.63, 1.08, -0.60], [-0.59, 0.14, -0.07], [1.91, -0.06, -0.11], [0.16, -1.86, 0.85], [0.69, 0.68, -0.35], [-0.89, -0.95, 0.54], [2.35, -0.13, -1.03], [2.45, 0.59, 0.47], [1.08, -1.47, 0.62], [0.14, -1.97, 1.86], [-2.53, 1.03, 0.02], [-1.27, 2.11, -0.56], [-1.86, 0.82, -1.63]],
  "lowdin_charge": [-0.03, -0.40, 0.03, -0.03, -0.12, 0.01, 0.10, 0.10, 0.02, 0.07, 0.08, 0.08, 0.08],
  "homo_energy_ev": -8.242,
  "smiles": "C/C(=N/N)ON"
}


Which one sits at the bottom of the stability order? a does.


a | {
  "formula": "C14H16",
  "method": "wB97M-V/def2-TZVPD",
  "species": ["C", "C", "C", "C", "C", "C", "C", "H", "H", "H", "H", "H", "H", "H", "H", "C", "C", "C", "C", "C", "C", "C", "H", "H", "H", "H", "H", "H", "H", "H"],
  "xyz": [[2.74, 0.73, 0.45], [0.66, -1.81, 2.41], [-0.04, -0.96, 3.25], [1.65, -1.28, 1.60], [1.84, 0.11, 1.49], [0.19, 0.42, 3.18], [1.11, 0.97, 2.29], [0.43, -2.87, 2.41], [-0.94, -1.24, 3.78], [2.41, -1.84, 1.09], [-0.43, 1.11, 3.74], [3.54, 1.32, 0.92], [2.23, 1.45, -0.18], [1.19, 2.05, 2.28], [3.15, -0.02, -0.22], [-1.11, 1.72, -0.12], [-0.06, -0.31, -3.18], [-0.10, 0.62, -2.14], [-1.23, -1.00, -3.47], [-1.21, 0.77, -1.31], [-2.41, -0.68, -2.80], [-2.39, 0.19, -1.72], [0.87, -0.52, -3.68], [0.84, 1.02, -1.79], [-1.34, -1.73, -4.26], [-3.31, -1.23, -3.05], [-0.45, 2.58, -0.19], [-0.93, 1.14, 0.78], [-3.22, 0.29, -1.02], [-2.10, 2.20, -0.07]],
  "lowdin_charge": [-0.05, -0.08, -0.10, -0.05, -0.28, -0.10, -0.09, 0.10, 0.10, 0.11, 0.10, 0.09, 0.05, 0.12, 0.07, -0.04, -0.08, -0.05, -0.10, -0.27, -0.09, -0.07, 0.10, 0.08, 0.10, 0.10, 0.08, 0.06, 0.11, 0.08],
  "homo_energy_ev": -8.933,
  "smiles": "Cc1ccccc1.Cc1ccccc1"
}


b | {
  "formula": "C14H16",
  "method": "wB97M-V/def2-TZVPD",
  "species": ["C", "C", "C", "C", "C", "C", "C", "H", "H", "H", "H", "H", "H", "H", "H", "C", "C", "C", "C", "C", "C", "C", "H", "H", "H", "H", "H", "H", "H", "H"],
  "xyz": [[-1.81, -3.43, 0.62], [-0.29, -4.23, -1.22], [-0.71, -3.24, -0.35], [0.37, -3.88, -2.38], [0.74, -2.54, -2.56], [-0.17, -1.97, -0.43], [0.60, -1.63, -1.52], [-0.61, -5.20, -0.74], [0.75, -4.68, -3.02], [-2.30, -4.42, 0.78], [-2.58, -2.68, 0.38], [1.04, -2.11, -3.46], [-0.29, -1.26, 0.43], [0.92, -0.64, -1.34], [-1.13, -3.27, 1.55], [0.16, 2.46, 3.06], [0.41, 3.14, -1.19], [1.40, 2.48, -0.46], [-0.54, 3.88, -0.44], [1.51, 2.51, 0.95], [-0.73, 3.79, 0.97], [0.28, 2.98, 1.58], [0.58, 3.41, -2.27], [2.31, 2.01, -1.00], [-1.09, 4.64, -0.91], [2.36, 2.23, 1.44], [-1.50, 4.34, 1.39], [-0.07, 1.36, 3.23], [-0.71, 3.05, 3.38], [1.08, 2.89, 3.51]],
  "lowdin_charge": [-0.07, -0.06, -0.35, -0.08, -0.09, -0.08, -0.08, 0.13, 0.11, 0.09, 0.09, 0.08, 0.13, 0.08, 0.11, -0.06, -0.11, -0.12, -0.10, -0.04, -0.02, -0.24, 0.12, 0.13, 0.08, 0.07, 0.08, 0.09, 0.05, 0.08],
  "homo_energy_ev": -8.644,
  "smiles": "Cc1ccccc1.Cc1ccccc1"
}


Which one sits at the bottom of the stability order? b does.